## w
Below is a cluster of 2 separate species, C7H14N2 in total, with properties calculated with the ωB97M-V functional and the def2-TZVPD basis.

```
23
Properties=species:S:1:pos:R:3:nbo_charge:R:1
C -0.939 -3.164 -0.373 -0.655
C -1.619 -1.880 -0.649 0.094
C -1.046 -0.613 -0.516 -0.116
N -2.075 0.259 -0.703 -0.525
C -3.236 -0.480 -0.772 0.151
N -2.961 -1.754 -0.678 -0.460
H -0.033 -3.160 0.246 0.218
H -0.787 -3.938 -1.116 0.224
H -1.614 -3.642 0.357 0.230
H -0.025 -0.473 -0.208 0.223
H -2.190 1.263 -0.601 0.418
H -4.159 -0.013 -1.070 0.195
C 1.413 2.074 -0.598 -0.602
C 2.242 1.114 0.318 -0.410
C 2.030 1.461 1.795 -0.628
H 2.014 2.161 -1.501 0.214
H 1.217 2.978 -0.043 0.205
H 0.416 1.680 -0.800 0.192
H 2.153 0.083 0.009 0.204
H 3.304 1.305 0.124 0.199
H 1.453 0.726 2.372 0.209
H 2.948 1.633 2.365 0.212
H 1.496 2.379 2.042 0.205
```

HOMO   -8.42 eV
Frontier orbital gap   0.342 hartree
Net charge   0
SMILES   Cc1c[nH]cn1.CCC

## x
Below is the molecule C7H14N2, with properties calculated with the ωB97M-V functional and the def2-TZVPD basis.

```
23
Properties=species:S:1:pos:R:3:nbo_charge:R:1
C -3.972 1.037 0.126 -0.612
C -3.136 -0.216 -0.034 -0.267
N -1.715 -0.048 -0.289 -0.493
C -1.062 -1.158 0.019 0.250
N 0.296 -1.019 0.026 -0.604
C 0.974 0.224 0.034 -0.027
C 2.379 0.231 0.040 -0.043
C 3.354 -0.899 0.015 -0.637
C 2.999 1.646 -0.071 -0.623
H -5.016 0.892 -0.083 0.220
H -3.380 1.993 -0.499 0.222
H -3.813 1.464 1.271 0.200
H -3.324 -0.821 -1.019 0.180
H -3.342 -1.060 0.679 0.169
H -1.503 -2.032 0.337 0.161
H 0.694 -2.030 -0.240 0.397
H 0.339 1.008 0.220 0.230
H 3.871 -0.993 -0.891 0.225
H 4.198 -0.301 0.814 0.206
H 2.965 -1.841 0.668 0.223
H 3.432 1.867 -0.991 0.207
H 3.647 1.951 0.758 0.204
H 1.951 2.182 0.044 0.211
```

HOMO   -7.48 eV
Frontier orbital gap   0.304 hartree
Net charge   0
SMILES   CC/N=C/NC=C(C)C

## y
Below is the molecule C7H14N2, with properties calculated with the ωB97M-V functional and the def2-TZVPD basis.

```
23
Properties=species:S:1:pos:R:3:nbo_charge:R:1
H -1.581 3.351 0.407 0.310
N -1.439 2.255 0.489 -0.346
N -0.453 1.862 -0.121 -0.144
C -0.232 0.459 -0.021 0.090
C -1.293 -0.396 -0.246 0.046
C -2.748 -0.164 -0.071 -0.692
C -0.972 -1.771 -0.791 -0.659
C 1.205 -0.002 0.109 -0.266
C 1.956 0.669 -1.027 -0.613
C 1.642 0.527 1.521 -0.588
H -2.759 0.885 0.370 0.264
H -3.169 -0.033 -1.120 0.211
H -3.252 -0.852 0.530 0.228
H 0.008 -1.710 -1.318 0.218
H -1.924 -2.074 -1.337 0.226
H -0.705 -2.516 -0.021 0.219
H 1.176 -1.133 0.141 0.224
H 2.729 1.519 -0.630 0.209
H 1.294 1.205 -1.674 0.224
H 2.460 -0.042 -1.699 0.214
H 1.789 1.603 1.607 0.211
H 2.643 0.015 1.725 0.207
H 0.955 0.347 2.232 0.206
```

HOMO   -8.33 eV
Frontier orbital gap   0.334 hartree
Net charge   0
SMILES   [H]/N=N/C(=C(C)C)C(C)C

## z
Below is a cluster of 2 separate species, C7H14N2 in total, with properties calculated with the ωB97M-V functional and the def2-TZVPD basis.

```
23
Properties=species:S:1:pos:R:3:nbo_charge:R:1
C 1.005 -1.800 -1.157 -0.613
C 2.186 -1.251 -0.398 -0.438
C 1.980 0.139 0.115 0.113
C 1.471 1.246 -0.493 -0.153
N 1.643 2.252 0.442 -0.521
C 2.055 1.682 1.581 0.165
N 2.242 0.403 1.442 -0.463
H 0.091 -2.037 -0.620 0.207
H 1.168 -2.808 -1.570 0.210
H 0.659 -1.290 -2.059 0.204
H 2.611 -1.979 0.286 0.234
H 3.005 -1.156 -1.125 0.212
H 0.726 1.308 -1.268 0.221
H 1.455 3.205 0.187 0.417
H 2.341 2.102 2.528 0.204
C -3.071 0.736 0.358 -0.609
C -3.037 -0.777 0.105 -0.607
H -2.533 1.017 1.264 0.208
H -2.848 1.323 -0.518 0.200
H -4.074 1.054 0.678 0.196
H -3.508 -1.089 -0.825 0.203
H -3.585 -1.221 0.937 0.204
H -1.984 -1.060 0.109 0.205
```

HOMO   -8.57 eV
Frontier orbital gap   0.347 hartree
Net charge   0
SMILES   CCc1c[nH]cn1.CC

It is z that is most stable; the runner-up trails by 3.8 kcal/mol.

## w
Below is the molecule C7H14N2, with properties calculated with the ωB97M-V functional and the def2-TZVPD basis.

```
23
Properties=species:S:1:pos:R:3:nbo_charge:R:1
H -1.612 0.067 -2.280 0.337
N -1.839 0.861 -1.688 -0.712
C -1.496 0.663 -0.478 0.406
N -1.626 1.679 0.433 -0.814
C -0.935 -0.618 0.074 -0.038
C -1.453 -1.128 1.227 -0.475
C -0.046 -1.451 -0.762 -0.407
C 1.310 -0.439 -0.072 -0.161
C 1.614 0.614 -1.127 -0.635
C 1.471 0.128 1.332 -0.629
H -2.221 2.442 0.149 0.399
H -1.617 1.447 1.413 0.393
H -2.343 -0.724 1.683 0.204
H -1.069 -2.042 1.654 0.196
H 0.012 -2.485 -0.440 0.220
H 0.096 -1.242 -1.812 0.228
H 2.050 -1.249 -0.163 0.202
H 1.768 0.172 -2.105 0.205
H 0.816 1.347 -1.198 0.222
H 2.531 1.145 -0.871 0.210
H 1.214 -0.617 2.083 0.218
H 0.859 1.024 1.467 0.210
H 2.516 0.407 1.483 0.222
```

HOMO   -8.24 eV
Frontier orbital gap   0.336 hartree
Net charge   0
SMILES   [H]/N=C(/N)C(=C)CC(C)C

## x
Below is the molecule C7H14N2, with properties calculated with the ωB97M-V functional and the def2-TZVPD basis.

```
23
Properties=species:S:1:pos:R:3:nbo_charge:R:1
C 2.251 1.554 -0.098 -0.596
C 1.756 0.264 0.352 -0.268
C 2.210 -1.035 -0.210 -0.215
N 0.779 -1.489 -0.337 -0.609
C 0.329 -0.102 -0.062 -0.048
C -1.021 -0.004 0.765 -0.037
C -2.150 -0.896 0.135 -0.417
C -2.598 0.341 -0.629 -0.213
N -1.773 1.139 0.219 -0.624
H 1.409 2.352 -0.046 0.209
H 3.035 1.946 0.510 0.219
H 2.458 1.504 -1.287 0.198
H 1.879 0.216 1.461 0.198
H 2.932 -1.703 0.409 0.195
H 2.722 -0.712 -1.169 0.180
H 0.572 -2.002 0.448 0.338
H 0.064 0.350 -0.984 0.167
H -0.946 -0.208 1.848 0.188
H -2.762 -1.028 0.970 0.204
H -1.883 -1.886 -0.292 0.224
H -2.194 0.298 -1.603 0.169
H -3.698 0.726 -0.643 0.184
H -1.284 1.859 -0.318 0.355
```

HOMO   -8.57 eV
Frontier orbital gap   0.355 hartree
Net charge   0
SMILES   C[C@@H]1CN[C@H]1[C@@H]1CCN1

## y
Below is a cluster of 2 separate species, C7H14N2 in total, with properties calculated with the ωB97M-V functional and the def2-TZVPD basis.

```
23
Properties=species:S:1:pos:R:3:nbo_charge:R:1
C 0.833 2.418 -1.696 -0.603
C -0.308 1.344 -1.781 -0.443
C -1.220 1.301 -0.658 0.102
C -0.820 1.279 0.703 -0.138
N -2.002 1.417 1.510 -0.539
C -3.023 1.358 0.634 0.170
N -2.611 1.219 -0.645 -0.461
H 1.164 2.988 -2.501 0.218
H 1.844 1.851 -1.362 0.198
H 0.387 3.056 -0.914 0.215
H -1.024 1.474 -2.748 0.225
H 0.152 0.346 -1.951 0.224
H 0.044 1.465 1.252 0.201
H -1.795 1.298 2.482 0.426
H -4.027 1.770 0.971 0.205
C 1.655 -3.105 0.086 -0.621
C 1.443 -2.990 1.550 -0.613
H 1.669 -4.231 -0.023 0.203
H 0.836 -2.661 -0.446 0.211
H 2.596 -2.901 -0.359 0.212
H 2.351 -2.709 1.996 0.203
H 1.195 -3.799 2.180 0.208
H 0.660 -2.187 1.722 0.197
```

HOMO   -8.49 eV
Frontier orbital gap   0.342 hartree
Net charge   0
SMILES   CCc1c[nH]cn1.CC

## z
Below is a cluster of 2 separate species, C7H14N2 in total, with properties calculated with the ωB97M-V functional and the def2-TZVPD basis.

```
23
Properties=species:S:1:pos:R:3:nbo_charge:R:1
C -1.440 1.023 -1.285 -0.397
C -0.546 0.056 -1.156 -0.204
C 0.860 0.222 -0.685 0.136
C 1.834 -0.166 -1.791 -0.612
C 1.108 -0.979 0.608 -0.666
N 1.132 1.530 -0.223 -0.861
H -1.199 2.045 -1.038 0.213
H -2.454 0.817 -1.589 0.195
H -0.801 -0.962 -1.439 0.194
H 1.746 0.534 -2.623 0.226
H 1.624 -1.176 -2.146 0.210
H 2.856 -0.130 -1.421 0.206
H 0.850 -1.937 0.159 0.192
H 2.187 -0.918 0.736 0.200
H 0.780 -0.967 1.645 0.209
H 0.535 1.782 0.579 0.397
H 2.101 1.637 0.050 0.360
C -2.104 -0.823 1.926 -0.728
C -1.256 0.349 1.835 0.335
N -0.845 1.414 2.019 -0.373
H -2.346 -1.173 0.921 0.257
H -3.027 -0.563 2.447 0.258
H -1.594 -1.615 2.471 0.252
```

HOMO   -8.59 eV
Frontier orbital gap   0.345 hartree
Net charge   0
SMILES   C=CC(C)(C)N.CC#N

It is z that is most stable; the runner-up trails by 6.5 kcal/mol.

## w
Below is a cluster of 2 separate species, C5H15NO2 in total, with properties calculated with the ωB97M-V functional and the def2-TZVPD basis.

```
23
Properties=species:S:1:pos:R:3:nbo_charge:R:1
C -0.159 0.166 3.101 -0.621
C 0.315 -0.492 1.823 -0.062
N 1.544 -1.281 2.028 -0.824
C 0.572 0.555 0.736 -0.411
C -0.526 0.714 -0.312 -0.418
C -0.704 -0.511 -1.203 -0.076
O 0.409 -0.766 -2.049 -0.743
H 0.579 0.869 3.500 0.199
H -1.047 0.796 2.964 0.211
H -0.339 -0.533 3.912 0.205
H -0.480 -1.149 1.468 0.179
H 1.432 -1.833 2.873 0.351
H 2.288 -0.613 2.218 0.346
H 1.499 0.315 0.206 0.202
H 0.766 1.529 1.193 0.205
H -1.505 0.887 0.147 0.201
H -0.335 1.600 -0.917 0.218
H -1.496 -0.262 -1.898 0.206
H -0.995 -1.366 -0.584 0.156
H 1.158 -1.108 -1.553 0.474
O -1.322 1.451 -3.473 -0.951
H -1.650 1.447 -4.375 0.470
H -0.454 1.023 -3.520 0.484
```

HOMO   -9.55 eV
Frontier orbital gap   0.386 hartree
Net charge   0
SMILES   C[C@H](N)CCCO.O

## x
Below is a cluster of 3 separate species, C5H15NO2 in total, with properties calculated with the ωB97M-V functional and the def2-TZVPD basis.

```
23
Properties=species:S:1:pos:R:3:nbo_charge:R:1
C 0.905 -0.380 1.116 -0.456
C 0.078 -1.311 0.659 0.059
C 0.672 -2.686 0.370 -0.660
C -1.404 -1.107 0.358 -0.466
C -1.694 0.118 -0.546 -0.199
N -1.962 1.364 0.164 -0.847
H 1.939 -0.625 1.312 0.195
H 0.572 0.604 1.341 0.186
H 0.038 -3.437 -0.102 0.215
H 1.151 -3.074 1.267 0.224
H 1.468 -2.570 -0.379 0.218
H -1.805 -0.936 1.336 0.222
H -1.807 -2.023 -0.068 0.208
H -0.880 0.340 -1.224 0.182
H -2.622 -0.132 -1.063 0.186
H -2.528 1.273 0.988 0.353
H -1.130 1.899 0.381 0.373
O 1.700 1.629 -2.623 -0.935
H 2.477 1.146 -2.929 0.469
H 1.106 0.912 -2.364 0.468
O 1.012 3.332 0.596 -0.935
H 1.210 2.892 1.433 0.461
H 1.502 2.772 -0.023 0.478
```

HOMO   -8.84 eV
Frontier orbital gap   0.345 hartree
Net charge   0
SMILES   C=C(C)CCN.O.O

## y
Below is a cluster of 3 separate species, C5H15NO2 in total, with properties calculated with the ωB97M-V functional and the def2-TZVPD basis.

```
23
Properties=species:S:1:pos:R:3:nbo_charge:R:1
C -2.358 -1.446 1.200 -0.644
C -1.452 -0.746 0.309 -0.270
C -0.135 -0.464 0.692 0.179
C 0.294 -0.725 2.135 -0.669
N 0.884 -0.031 -0.262 -0.654
C 2.385 0.012 0.093 -0.409
H -1.740 -2.032 1.929 0.205
H -2.863 -0.556 1.681 0.213
H -3.099 -2.144 0.828 0.221
H -1.876 -0.408 -0.614 0.208
H -0.134 -0.161 2.844 0.216
H 1.428 -0.625 2.238 0.208
H 0.085 -1.698 2.560 0.223
H 0.771 -0.589 -1.152 0.397
H 2.477 0.529 1.047 0.204
H 2.813 -1.048 0.325 0.163
H 2.925 0.262 -0.749 0.209
O -0.048 0.484 -3.405 -0.959
H 0.323 1.406 -3.448 0.490
H -0.691 0.372 -4.068 0.472
O -0.001 3.246 -1.703 -0.983
H 0.383 2.462 -1.261 0.505
H -0.370 3.900 -1.218 0.475
```

HOMO   -7.40 eV
Frontier orbital gap   0.302 hartree
Net charge   0
SMILES   C/C=C(\C)NC.O.O

It is w that is most stable; the runner-up trails by 20.6 kcal/mol.

## w
Below is a cluster of 2 separate species, C5H15NO2 in total, with properties calculated with the ωB97M-V functional and the def2-TZVPD basis.

```
23
Properties=species:S:1:pos:R:3:nbo_charge:R:1
C 1.516 -0.325 -1.386 -0.618
C 1.709 0.492 -0.081 -0.406
C 0.663 1.617 0.086 -0.426
C -0.307 1.330 1.287 -0.237
N -1.354 0.312 1.280 -0.628
C -2.312 0.549 0.198 0.079
O -1.883 0.229 -1.118 -0.728
H 1.102 0.302 -2.169 0.220
H 0.751 -1.081 -1.170 0.191
H 2.517 -0.724 -1.614 0.211
H 1.695 -0.202 0.760 0.183
H 2.651 1.051 -0.057 0.205
H 0.033 1.753 -0.801 0.218
H 1.171 2.554 0.273 0.205
H 0.380 1.133 2.139 0.186
H -0.563 2.326 1.673 0.197
H -0.870 -0.574 1.210 0.350
H -3.229 -0.033 0.406 0.155
H -2.651 1.575 0.119 0.180
H -1.404 -0.583 -1.097 0.460
O 1.500 -3.473 -0.126 -0.941
H 1.978 -2.640 -0.227 0.475
H 0.901 -3.402 0.627 0.470
```

HOMO   -9.50 eV
Frontier orbital gap   0.370 hartree
Net charge   0
SMILES   CCCCNCO.O

## x
Below is a cluster of 2 separate species, C5H15NO2 in total, with properties calculated with the ωB97M-V functional and the def2-TZVPD basis.

```
23
Properties=species:S:1:pos:R:3:nbo_charge:R:1
C -0.414 -0.706 -1.932 -0.421
N 0.723 -0.177 -1.167 -0.635
C 0.328 0.885 -0.228 -0.050
C 1.613 1.479 0.328 -0.608
C -0.493 0.298 0.946 -0.442
C -2.004 0.388 0.798 -0.055
O -2.671 0.154 2.051 -0.729
H -0.952 -1.391 -1.291 0.195
H -1.055 0.088 -2.337 0.172
H -0.008 -1.244 -2.788 0.203
H 1.369 0.247 -1.825 0.354
H -0.351 1.616 -0.702 0.167
H 2.358 1.603 -0.464 0.203
H 2.058 0.776 1.020 0.217
H 1.484 2.430 0.823 0.216
H -0.198 -0.717 1.198 0.198
H -0.273 0.920 1.815 0.213
H -2.342 1.391 0.549 0.178
H -2.350 -0.348 0.077 0.161
H -2.155 -0.407 2.637 0.465
O 1.891 -2.655 0.485 -0.944
H 2.135 -2.739 -0.449 0.467
H 1.305 -1.890 0.455 0.473
```

HOMO   -9.59 eV
Frontier orbital gap   0.384 hartree
Net charge   0
SMILES   CN[C@H](C)CCO.O

## y
Below is a cluster of 2 separate species, C5H15NO2 in total, with properties calculated with the ωB97M-V functional and the def2-TZVPD basis.

```
23
Properties=species:S:1:pos:R:3:nbo_charge:R:1
C 0.304 1.070 2.349 -0.604
C 0.039 1.057 0.849 -0.411
C -0.156 -0.332 0.274 -0.045
C -1.548 -0.868 0.633 -0.637
N 0.135 -0.278 -1.175 -0.675
C -0.368 -1.274 -2.075 0.097
O -1.512 -0.863 -2.838 -0.736
H 1.155 0.437 2.602 0.202
H 0.464 2.078 2.730 0.217
H -0.513 0.654 2.944 0.203
H -0.792 1.746 0.636 0.199
H 0.883 1.551 0.377 0.210
H 0.619 -0.962 0.714 0.177
H -1.956 -1.563 -0.109 0.218
H -1.599 -1.254 1.651 0.221
H -2.249 -0.027 0.586 0.201
H 0.073 0.664 -1.528 0.373
H -0.641 -2.165 -1.501 0.157
H 0.388 -1.530 -2.810 0.173
H -1.996 -0.180 -2.346 0.465
O 3.192 0.915 -0.954 -0.948
H 2.331 0.501 -0.790 0.478
H 3.747 0.622 -0.220 0.465
```

HOMO   -9.25 eV
Frontier orbital gap   0.371 hartree
Net charge   0
SMILES   CC[C@@H](C)NCO.O

## z
Below is a cluster of 2 separate species, C5H15NO2 in total, with properties calculated with the ωB97M-V functional and the def2-TZVPD basis.

```
23
Properties=species:S:1:pos:R:3:nbo_charge:R:1
C 2.155 1.391 -0.492 -0.415
N 1.038 0.691 0.167 -0.625
C -0.130 0.531 -0.732 -0.058
C -0.068 -0.629 -1.714 -0.640
C -1.447 0.470 0.104 0.101
C -1.287 1.325 1.386 -0.638
O -1.710 -0.879 0.472 -0.757
H 2.844 1.556 0.345 0.203
H 1.851 2.292 -1.013 0.197
H 2.723 0.739 -1.183 0.166
H 1.363 -0.247 0.382 0.345
H -0.203 1.498 -1.247 0.185
H -0.771 -0.350 -2.500 0.216
H 0.945 -0.747 -2.139 0.206
H -0.369 -1.550 -1.237 0.227
H -2.303 0.782 -0.496 0.162
H -0.829 2.306 1.314 0.228
H -0.831 0.598 2.050 0.220
H -2.263 1.638 1.802 0.197
H -2.282 -0.956 1.230 0.478
O 0.431 -3.840 1.352 -0.932
H -0.110 -3.058 1.182 0.473
H 1.252 -3.561 0.965 0.460
```

HOMO   -8.95 eV
Frontier orbital gap   0.355 hartree
Net charge   0
SMILES   CN[C@@H](C)[C@H](C)O.O

It is y that is most stable; the runner-up trails by 3.5 kcal/mol.